97
Properties=species:S:1:pos:R:3:mulliken_charge:R:1 method="wB97M-V/def2-TZVPD" orbital_gap_ev="6.56 / 6.59" total_charge=0
Ce 0.24 0.48 -0.47 -0.221
Br 5.56 0.88 0.00 -0.157
C 4.37 1.02 1.46 0.245
C 4.90 1.10 2.76 -0.276
C 4.06 1.15 3.83 -0.043
Br 4.81 1.22 5.57 -0.242
C 2.66 1.18 3.65 0.469
C 1.71 1.25 4.70 -1.097
C 0.38 1.33 4.41 -1.317
C -0.03 1.35 3.07 -0.306
N 0.81 1.25 2.07 1.128
C 2.15 1.15 2.33 0.378
C 3.01 0.99 1.20 0.294
O 2.52 0.80 0.00 -0.448
H 5.97 1.10 2.90 0.476
H 2.06 1.24 5.72 0.335
H -0.36 1.39 5.20 0.508
H -1.08 1.45 2.82 0.006
F 0.46 -0.06 -6.18 -0.364
C 0.52 0.86 -5.19 0.153
C 0.31 0.45 -3.89 -0.466
C 0.37 1.37 -2.85 0.666
C 0.67 2.71 -3.14 -0.660
C 0.88 3.06 -4.47 0.743
F 1.20 4.33 -4.80 -0.377
C 0.80 2.16 -5.51 -0.929
C 0.87 3.67 -2.02 0.612
C 0.80 5.05 -2.14 -0.866
C 1.13 5.85 -1.06 -0.651
C 1.52 5.26 0.13 -0.951
C 1.49 3.88 0.19 -0.427
N 1.16 3.10 -0.84 0.496
H 0.11 -0.60 -3.70 0.555
H 0.99 2.48 -6.53 0.524
H 0.50 5.50 -3.08 0.543
H 1.08 6.93 -1.15 0.414
H 1.81 5.84 0.99 0.471
H 1.75 3.37 1.11 0.409
C -2.49 -0.70 -2.25 -0.294
Si -3.31 -0.18 -0.64 0.173
C -5.04 0.29 -1.17 -1.272
C -3.53 -1.63 0.53 -0.818
C -2.23 1.05 0.23 0.789
Si -2.91 2.75 0.49 0.174
C -1.60 4.05 0.75 -0.447
C -3.92 2.73 2.08 -1.225
C -3.98 3.40 -0.89 -1.254
H -3.14 -1.36 -2.83 0.633
H -1.55 -1.24 -2.10 -0.416
H -2.28 0.18 -2.85 0.361
H -5.54 -0.60 -1.56 0.346
H -5.04 1.06 -1.95 0.333
H -5.64 0.67 -0.33 0.308
H -4.22 -2.38 0.16 0.374
H -3.93 -1.24 1.48 0.421
H -2.57 -2.11 0.75 -0.057
H -2.14 0.63 1.24 -0.089
H -0.85 3.74 1.49 0.133
H -2.05 4.98 1.10 0.567
H -1.07 4.26 -0.19 -0.086
H -3.26 2.63 2.94 0.314
H -4.62 1.89 2.10 0.305
H -4.49 3.66 2.20 0.374
H -3.53 3.20 -1.87 0.306
H -4.06 4.49 -0.79 0.435
H -4.98 2.98 -0.89 0.339
C -1.47 -5.37 0.37 -1.622
C -0.87 -4.49 -0.71 1.573
C -1.90 -4.13 -1.77 -1.324
C 0.33 -5.17 -1.36 -1.568
O -0.52 -3.24 -0.01 -0.093
P 0.73 -2.30 -0.12 0.666
O 0.71 -1.57 -1.46 -0.549
O 0.62 -1.31 1.02 -0.618
O 1.97 -3.23 -0.06 -0.072
C 2.88 -3.50 1.06 1.819
C 3.79 -4.60 0.55 -1.795
C 2.08 -3.97 2.26 -1.474
C 3.67 -2.24 1.37 -1.386
H -1.76 -6.33 -0.05 0.414
H -2.35 -4.89 0.80 0.315
H -0.74 -5.53 1.17 0.281
H -2.31 -5.05 -2.19 0.589
H -1.43 -3.56 -2.57 0.238
H -2.71 -3.54 -1.34 0.021
H -0.05 -5.99 -1.98 0.540
H 1.02 -5.58 -0.62 0.244
H 0.88 -4.48 -2.01 0.330
H 3.23 -5.53 0.39 0.438
H 4.58 -4.80 1.27 0.399
H 4.24 -4.31 -0.40 0.373
H 1.49 -4.86 2.01 0.265
H 1.40 -3.19 2.61 0.159
H 2.76 -4.22 3.08 0.539
H 4.19 -1.88 0.49 0.350
H 4.40 -2.45 2.16 0.627
H 2.99 -1.46 1.73 -0.035

---

97
Properties=species:S:1:pos:R:3:mulliken_charge:R:1 method="wB97M-V/def2-TZVPD" orbital_gap_ev="6.78 / 6.23" multiplicity=2 relative_energy_kj_mol=0.0 total_charge=+1
W 0.09 -0.12 0.09 0.229
C -0.76 -3.62 -0.11 -1.355
Si 0.84 -2.63 -0.34 0.503
C 2.08 -3.37 0.85 -1.032
C 1.57 -2.84 -2.06 0.673
C 1.84 -4.13 -2.53 -1.077
C 2.50 -4.32 -3.74 -0.825
C 2.90 -3.22 -4.49 -0.844
C 2.63 -1.94 -4.03 -0.862
C 1.96 -1.74 -2.82 1.011
Si 1.42 -0.01 -2.36 1.695
C 2.81 1.23 -2.48 -1.431
C 0.16 0.56 -3.65 -1.365
H -0.52 -4.53 0.45 0.537
H -1.19 -3.93 -1.07 0.490
H -1.53 -3.09 0.44 0.346
H 2.31 -4.37 0.48 0.539
H 1.67 -3.48 1.85 -0.184
H 3.02 -2.82 0.91 0.342
H 1.54 -5.00 -1.96 0.432
H 2.70 -5.32 -4.09 0.436
H 3.42 -3.37 -5.42 0.434
H 2.94 -1.10 -4.64 0.384
H 3.00 1.34 -3.55 0.415
H 3.75 0.93 -2.01 0.455
H 2.53 2.22 -2.11 0.120
H 0.74 1.13 -4.38 0.582
H -0.62 1.21 -3.28 0.248
H -0.27 -0.28 -4.19 0.509
O -3.16 2.04 0.30 -0.642
C -2.49 1.08 0.11 -0.232
O -1.61 0.56 0.95 -0.623
C -2.57 0.22 -1.14 0.991
C -3.69 0.22 -1.95 -0.671
C -3.76 -0.70 -2.98 -0.599
C -2.71 -1.58 -3.16 -1.124
C -1.60 -1.49 -2.33 -0.617
N -1.53 -0.60 -1.34 0.452
H -4.48 0.93 -1.73 0.578
H -4.62 -0.73 -3.63 0.468
H -2.72 -2.32 -3.95 0.528
H -0.74 -2.13 -2.49 0.631
S 3.60 -0.24 0.33 -0.175
C 2.08 -0.24 0.05 0.555
F 2.03 6.39 0.85 -0.295
C 1.54 5.23 0.43 0.412
C 1.48 4.15 1.28 -0.250
F 1.91 4.24 2.54 -0.272
C 0.96 2.95 0.82 -0.260
F 0.88 1.89 1.66 0.738
C 0.51 2.78 -0.48 -0.063
O 0.00 1.63 -0.93 -0.063
C 0.58 3.89 -1.33 -0.034
F 0.16 3.78 -2.59 -0.333
C 1.08 5.10 -0.88 0.365
F 1.13 6.14 -1.70 -0.291
C -1.59 -2.88 5.35 -1.969
C -0.06 -2.96 5.28 2.768
C 0.46 -3.44 6.65 -1.701
C 0.30 -4.02 4.23 -2.003
Si 0.73 -1.25 4.96 -1.975
Br 0.18 -0.97 2.61 -0.183
C 2.63 -1.16 5.08 2.749
C 3.31 -2.47 4.66 -1.888
C 3.22 -0.04 4.21 -1.536
C 3.00 -0.88 6.55 -1.720
C -0.22 0.26 5.65 2.933
C -0.42 0.02 7.17 -1.748
C -1.60 0.50 5.04 -1.845
C 0.57 1.56 5.47 -1.900
H -1.97 -3.90 5.51 0.594
H -2.03 -2.51 4.42 0.280
H -1.95 -2.27 6.17 0.360
H -0.03 -4.40 6.88 0.555
H 0.22 -2.76 7.46 0.312
H 1.53 -3.63 6.66 0.330
H -0.17 -4.96 4.53 0.589
H 1.36 -4.20 4.13 0.331
H -0.11 -3.76 3.24 0.357
H 3.11 -2.73 3.62 0.188
H 3.04 -3.32 5.28 0.333
H 4.39 -2.34 4.76 0.618
H 2.99 -0.20 3.16 -0.032
H 4.31 -0.07 4.31 0.602
H 2.89 0.95 4.49 0.334
H 2.64 -1.66 7.23 0.319
H 2.63 0.08 6.90 0.352
H 4.09 -0.86 6.63 0.540
H -1.09 -0.81 7.37 0.340
H -0.88 0.92 7.60 0.565
H 0.51 -0.15 7.71 0.313
H -2.29 -0.34 5.16 0.306
H -1.56 0.75 3.98 0.316
H -2.05 1.35 5.55 0.562
H 1.53 1.57 6.00 0.287
H -0.02 2.38 5.87 0.615
H 0.76 1.78 4.42 0.176

---

99
Properties=species:S:1:pos:R:3:mulliken_charge:R:1 method="wB97M-V/def2-TZVPD" orbital_gap_ev="6.97 / 4.98" multiplicity=2 relative_energy_kj_mol=0.0 total_charge=+2
Hf -1.61 1.27 0.66 -0.090
Se 4.16 3.76 -2.07 -0.005
P 4.06 1.90 -0.88 -0.099
C 4.94 0.57 -1.67 0.888
C 5.09 0.57 -3.06 -0.461
C 5.74 -0.49 -3.68 -0.937
C 6.23 -1.54 -2.92 -0.714
C 6.07 -1.55 -1.54 -0.720
C 5.42 -0.50 -0.91 -0.028
C 4.65 2.15 0.79 1.139
C 6.01 2.01 1.07 -0.353
C 6.48 2.30 2.34 -0.716
C 5.59 2.72 3.33 -0.710
C 4.24 2.87 3.04 -0.530
C 3.77 2.59 1.77 -0.601
C 2.28 1.68 -0.84 0.757
C 1.35 0.70 -0.56 -0.978
N 0.15 1.31 -0.69 0.791
N 0.34 2.60 -1.02 -0.522
N 1.61 2.82 -1.11 -0.485
P 1.28 -1.03 -0.06 1.907
Se -0.63 -1.20 0.98 -0.468
C 1.34 -2.06 -1.53 -0.007
C 2.46 -1.99 -2.36 0.564
C 2.52 -2.76 -3.50 -0.596
C 1.46 -3.61 -3.82 -0.788
C 0.35 -3.68 -2.99 -0.717
C 0.28 -2.91 -1.84 -0.519
C 2.70 -1.36 0.98 0.369
C 3.03 -0.43 1.97 -0.448
C 4.10 -0.68 2.81 -0.787
C 4.81 -1.87 2.69 -0.805
C 4.46 -2.81 1.73 -0.794
C 3.41 -2.56 0.86 -0.620
H 4.72 1.40 -3.65 0.409
H 5.87 -0.48 -4.75 0.485
H 6.74 -2.36 -3.40 0.458
H 6.45 -2.37 -0.95 0.524
H 5.30 -0.51 0.17 0.304
H 6.71 1.69 0.30 0.513
H 7.53 2.19 2.57 0.461
H 5.96 2.94 4.32 0.432
H 3.56 3.22 3.81 0.480
H 2.71 2.73 1.55 0.426
H 3.29 -1.34 -2.11 -0.101
H 3.38 -2.71 -4.15 0.501
H 1.51 -4.22 -4.71 0.418
H -0.47 -4.35 -3.23 0.483
H -0.59 -2.96 -1.20 0.058
H 2.45 0.48 2.08 0.811
H 4.37 0.04 3.57 0.628
H 5.63 -2.08 3.36 0.452
H 5.00 -3.74 1.65 0.504
H 3.14 -3.28 0.11 0.508
O -0.89 3.08 4.24 -0.555
Cl -0.89 2.44 3.01 1.553
O -1.55 3.22 1.93 -0.709
O 0.40 2.08 2.48 -0.306
O -1.71 1.20 2.97 -0.594
C -3.43 -3.04 -1.08 -1.118
Si -3.95 -1.30 -1.57 0.558
C -5.66 -1.38 -2.32 -1.044
C -2.72 -0.56 -2.78 -0.771
Ge -3.89 -0.01 0.45 0.741
Si -4.40 2.29 -0.18 0.190
C -2.75 2.98 -0.90 -1.668
C -4.96 3.40 1.21 -1.059
C -5.59 2.30 -1.63 -1.102
Si -5.32 -0.70 2.26 0.500
C -5.00 -2.52 2.53 -1.071
C -7.07 -0.40 1.69 -0.980
C -4.90 0.31 3.77 -0.929
H -3.11 -3.60 -1.97 0.413
H -4.27 -3.58 -0.64 0.441
H -2.62 -3.04 -0.35 0.236
H -5.66 -2.06 -3.17 0.387
H -6.03 -0.41 -2.66 0.286
H -6.38 -1.77 -1.59 0.322
H -2.66 -1.17 -3.69 0.480
H -1.72 -0.52 -2.35 0.035
H -3.01 0.45 -3.09 0.278
H -2.02 3.46 -0.24 0.639
H -3.01 3.81 -1.56 0.598
H -2.23 2.28 -1.58 0.636
H -4.25 3.44 2.03 0.260
H -5.91 3.04 1.61 0.309
H -5.12 4.42 0.85 0.426
H -5.16 1.82 -2.51 0.277
H -5.83 3.34 -1.89 0.443
H -6.51 1.79 -1.37 0.343
H -5.24 -3.11 1.64 0.283
H -5.61 -2.89 3.35 0.408
H -3.95 -2.71 2.79 0.310
H -7.30 -0.95 0.77 0.268
H -7.26 0.66 1.50 0.271
H -7.78 -0.73 2.46 0.414
H -3.89 0.12 4.11 0.211
H -5.59 0.06 4.58 0.457
H -5.00 1.38 3.57 0.262

---

87
Properties=species:S:1:pos:R:3:mulliken_charge:R:1 method="wB97M-V/def2-TZVPD" orbital_gap_ev=7.13 relative_energy_kj_mol=171.8 total_charge=+2
Y -0.20 0.66 0.45 0.420
C -0.13 3.36 2.35 -1.081
N 0.53 3.10 1.06 1.047
C 1.99 3.29 1.20 -1.470
C 2.81 2.20 0.55 0.885
C 4.13 2.45 0.20 -1.160
C 4.92 1.39 -0.23 -0.763
C 4.37 0.12 -0.28 -0.852
C 3.05 -0.03 0.05 -0.291
N 2.27 0.98 0.45 0.724
C 0.00 3.98 0.01 -1.123
C -1.44 3.68 -0.32 0.455
C -2.23 4.62 -0.95 -1.120
C -3.56 4.32 -1.23 -0.626
C -4.06 3.08 -0.85 -0.812
C -3.21 2.19 -0.24 -0.303
N -1.92 2.47 0.02 0.844
C 0.11 2.23 3.33 0.436
C 0.35 2.48 4.67 -1.131
C 0.51 1.41 5.54 -0.432
C 0.43 0.12 5.04 -0.924
C 0.20 -0.05 3.69 -0.169
N 0.04 0.97 2.84 0.355
H 0.21 4.30 2.79 0.566
H -1.20 3.44 2.19 0.506
H 2.30 4.27 0.83 0.456
H 2.24 3.27 2.26 0.446
H 4.53 3.45 0.28 0.520
H 5.96 1.56 -0.50 0.464
H 4.96 -0.73 -0.59 0.574
H 2.57 -1.00 -0.01 0.483
H 0.08 5.04 0.30 0.630
H 0.61 3.86 -0.89 0.546
H -1.82 5.59 -1.21 0.544
H -4.19 5.04 -1.73 0.468
H -5.09 2.81 -1.04 0.525
H -3.55 1.21 0.06 0.020
H 0.40 3.50 5.02 0.521
H 0.69 1.58 6.59 0.464
H 0.56 -0.74 5.68 0.484
H 0.13 -1.05 3.26 0.337
C -1.36 -1.02 -0.63 -1.169
C -0.22 -1.19 -1.55 1.816
C 0.44 -2.37 -1.15 -0.186
C -0.30 -2.93 -0.05 -1.281
C -1.40 -2.16 0.24 -0.759
C -2.52 -2.47 1.21 2.042
C -3.11 -1.18 1.78 -1.594
C -2.03 -3.35 2.36 -1.525
C -3.63 -3.22 0.44 -1.778
C 1.64 -3.20 -1.65 2.526
C 2.69 -2.50 -2.52 -1.720
C 2.38 -3.80 -0.44 -1.740
C 1.06 -4.37 -2.47 -1.746
C -0.13 -0.34 -2.83 1.839
C -0.22 -1.24 -4.07 -1.632
C 1.13 0.55 -2.88 -1.010
C -1.31 0.63 -2.94 -2.506
H -2.30 -0.64 -1.02 0.861
H -0.03 -3.85 0.45 0.404
H -2.33 -0.51 2.18 0.259
H -3.79 -1.40 2.61 0.561
H -3.68 -0.64 1.02 0.190
H -1.25 -2.86 2.94 0.187
H -1.63 -4.30 1.99 0.364
H -2.86 -3.59 3.03 0.442
H -3.98 -2.64 -0.41 0.310
H -4.48 -3.41 1.10 0.485
H -3.26 -4.18 0.07 0.372
H 3.19 -1.69 -1.99 0.050
H 2.29 -2.10 -3.45 0.254
H 3.45 -3.23 -2.79 0.626
H 2.53 -3.08 0.37 0.294
H 3.36 -4.16 -0.75 0.487
H 1.85 -4.65 -0.02 0.426
H 0.62 -4.02 -3.41 0.330
H 0.28 -4.89 -1.91 0.328
H 1.85 -5.08 -2.71 0.490
H 0.64 -1.89 -4.19 0.215
H -0.31 -0.63 -4.97 0.488
H -1.11 -1.87 -4.00 0.341
H 2.05 -0.02 -2.79 0.031
H 1.12 1.29 -2.06 -0.098
H 1.16 1.12 -3.81 0.660
H -2.27 0.11 -2.97 0.355
H -1.22 1.21 -3.86 0.545
H -1.35 1.36 -2.12 0.701

---

104
Properties=species:S:1:pos:R:3:mulliken_charge:R:1 method="wB97M-V/def2-TZVPD" orbital_gap_ev="6.43 / 5.72" multiplicity=3 relative_energy_kj_mol=0.0 total_charge=-1
Ti -0.44 0.17 0.45 -1.561
B 2.98 0.72 0.19 0.180
N 2.53 -0.44 1.12 0.277
C 3.31 -1.29 1.77 -0.596
C 2.54 -2.02 2.68 -1.518
C 1.26 -1.53 2.50 -0.567
N 1.24 -0.58 1.55 1.143
N 2.21 0.66 -1.15 -0.096
C 2.70 0.71 -2.38 -0.469
C 1.66 0.71 -3.29 -1.487
C 0.53 0.64 -2.50 -0.598
N 0.85 0.61 -1.20 1.238
H 2.71 1.75 0.74 -0.442
H 4.17 0.60 -0.03 -0.251
H 4.37 -1.32 1.56 0.486
H 2.87 -2.79 3.36 0.566
H 0.36 -1.82 3.02 0.383
H 3.77 0.73 -2.54 0.496
H 1.71 0.72 -4.37 0.492
H -0.50 0.61 -2.83 0.477
Br -0.88 -3.58 0.72 0.180
C -1.85 -2.58 -0.53 0.189
C -2.74 -3.29 -1.33 -0.849
C -3.53 -2.60 -2.22 -0.709
C -3.44 -1.21 -2.25 -0.903
C -2.54 -0.60 -1.42 0.175
N -1.70 -1.26 -0.60 1.401
C -2.49 0.92 -1.34 0.259
O -3.17 1.61 -2.05 -0.739
O -1.67 1.35 -0.41 0.065
H -2.79 -4.36 -1.24 0.491
H -4.22 -3.13 -2.86 0.438
H -4.05 -0.59 -2.89 0.583
S 1.13 -5.01 -3.78 -0.574
P 1.94 -4.27 -2.13 0.935
S 1.43 -2.45 -1.52 -0.575
C 3.77 -4.35 -2.24 0.111
C 4.39 -5.57 -2.51 -0.493
C 5.77 -5.65 -2.63 -0.658
C 6.55 -4.50 -2.49 -0.417
C 5.94 -3.28 -2.23 -0.573
C 4.55 -3.21 -2.10 0.236
C 1.65 -5.42 -0.72 0.104
C 0.87 -6.55 -0.85 -0.345
C 0.62 -7.37 0.25 -0.507
C 1.16 -7.06 1.49 -0.494
C 1.95 -5.92 1.62 -0.418
C 2.20 -5.11 0.53 -0.438
H 3.78 -6.46 -2.63 0.331
H 6.25 -6.60 -2.84 0.368
H 7.63 -4.56 -2.58 0.348
H 6.55 -2.39 -2.11 0.398
H 4.06 -2.26 -1.89 0.032
H 0.45 -6.78 -1.83 0.366
H 0.01 -8.26 0.14 0.379
H 0.97 -7.69 2.34 0.371
H 2.37 -5.66 2.59 0.379
H 2.80 -4.21 0.63 0.230
C 2.43 1.76 3.86 -0.901
Si 1.77 3.26 2.97 0.998
C 3.12 4.02 1.92 -1.317
C 1.41 4.52 4.28 -1.369
As 0.01 2.47 1.64 1.268
Si -1.80 2.68 3.18 0.473
C -2.02 4.43 3.81 -1.202
C -3.42 2.21 2.40 -0.650
C -1.29 1.62 4.63 -0.979
Si -0.49 4.28 0.21 0.607
C 0.40 4.01 -1.39 -1.070
C 0.16 5.87 0.96 -1.072
C -2.30 4.56 -0.05 -0.906
H 3.42 1.97 4.27 0.514
H 2.51 0.91 3.18 0.072
H 1.77 1.47 4.68 0.224
H 4.09 3.57 2.19 0.509
H 3.18 5.10 2.09 0.334
H 2.97 3.85 0.86 0.232
H 2.38 4.82 4.70 0.399
H 0.79 4.12 5.09 0.291
H 0.92 5.42 3.89 0.343
H -2.02 5.16 3.00 0.237
H -1.24 4.71 4.52 0.343
H -2.98 4.48 4.32 0.430
H -4.08 3.09 2.37 0.465
H -3.90 1.44 3.01 0.235
H -3.31 1.84 1.38 -0.132
H -0.58 0.85 4.34 0.073
H -2.16 1.13 5.06 0.432
H -0.82 2.24 5.40 0.347
H 1.35 3.49 -1.22 0.091
H 0.61 4.97 -1.87 0.546
H -0.19 3.40 -2.07 0.238
H 1.25 5.90 0.96 0.244
H -0.19 6.00 1.99 0.176
H -0.21 6.71 0.37 0.425
H -2.76 3.76 -0.64 0.123
H -2.44 5.50 -0.58 0.463
H -2.84 4.62 0.91 0.152
Cl -4.08 -3.05 2.76 -0.122
C -2.95 -1.99 3.50 -0.162
Cl -2.05 -2.61 4.84 -0.148
Cl -4.54 -0.52 4.67 -0.465
C -2.23 -1.14 2.66 0.077
N -1.64 -0.38 2.01 0.306